[1]
Density functional theory data (ωB97M-V/def2-TZVPD) for C6H6PdSe2Te2 as an isolated structure.

Its HOMO energy (spin up / spin down) is -0.2590 / -0.2622 Eh. Its expectation value of S² is 2.014. For the total energy, the calculation gives -5699.00616 a.u. As for the frontier orbital gap (spin up / spin down): 6.77 / 5.42 eV.

```
! wB97M-V def2-TZVPD RIJCOSX def2/J DEFGRID3
* xyz 0 3
Te -0.359 3.275 -2.439
Te 2.300 2.650 -2.235
Pd 0.127 0.172 -0.113
Se 2.418 0.713 -0.787
Se -1.552 1.659 -1.084
C 0.994 -1.782 1.500
C -1.753 -1.501 1.041
C 0.243 -0.888 2.264
C 0.397 -2.448 0.445
C -0.978 -2.290 0.200
C -1.140 -0.764 2.043
H 0.709 -0.345 3.074
H -2.818 -1.413 0.875
H 0.981 -3.111 -0.179
H -1.731 -0.118 2.677
H 2.050 -1.911 1.698
H -1.445 -2.836 -0.608
*
```

---

[2]
Density functional theory data (ωB97M-V/def2-TZVPD) for C6H6S in the gas phase at a distorted geometry.

Its HOMO energy is -0.3158 Eh. Its SMILES is S=C1[C@@H]2C=C[C@H]1C2. For the total energy, the calculation gives -630.31398 a.u. As for the frontier orbital gap: 8.94 eV. The calculation puts the energy relative to the best compared isomer or geometry (same formula, charge and spin) at 62.0 kcal/mol.

```
! wB97M-V def2-TZVPD RIJCOSX def2/J DEFGRID3
* xyz 0 1
S 2.150 -1.054 1.655
C -0.053 1.377 -0.296
C -0.289 0.493 0.909
C 0.383 0.522 -1.241
C -1.021 -0.680 0.201
C 0.950 -0.446 0.791
C 0.329 -0.840 -0.569
H -0.115 2.468 -0.331
H -0.628 0.973 1.830
H 0.632 -1.705 -1.118
H -1.869 -0.362 -0.428
H -1.263 -1.569 0.822
H 0.793 0.824 -2.224
*
```

---

[3]
Density functional theory data (ωB97M-V/def2-TZVPD) for a 33-piece molecular cluster, C6H71F4NO33 overall at a distorted geometry.

Its HOMO energy is -0.3819 Eh. For the total energy, the calculation gives -3208.36907 a.u. As for the frontier orbital gap: 9.75 eV.

```
! wB97M-V def2-TZVPD RIJCOSX def2/J DEFGRID3
* xyz 0 1
F 1.070 -0.027 -2.121
F -0.268 1.249 -0.236
F 0.661 -1.973 -1.212
F 0.836 -0.395 0.749
O -4.993 0.754 0.223
O -6.227 -1.286 -3.226
O 1.351 2.830 1.541
O 1.215 1.903 -6.982
O 0.252 -4.729 -0.855
O 5.049 1.024 1.808
O -0.948 -0.225 3.368
O 1.440 -0.431 -8.846
O -6.029 3.114 1.957
O -7.894 -2.073 3.955
O -3.723 -1.768 -0.359
O 10.047 -0.152 2.007
O 0.326 -7.554 -1.158
O -4.200 -3.782 3.518
O -1.728 3.284 4.128
O 1.332 4.797 6.173
O 1.621 4.241 -6.896
O 1.927 -2.250 -5.987
O 2.860 2.290 -1.654
O 6.452 -0.312 4.130
O -0.374 0.089 -5.425
O -1.533 6.543 5.623
O -2.198 0.251 6.216
O 3.015 -5.200 -1.589
O 1.948 3.270 -4.224
O -5.191 -0.546 4.583
O -6.212 -3.075 1.105
O 8.772 -4.991 5.180
O -2.146 2.416 -5.672
O 3.699 -1.308 0.124
O 8.702 -2.615 3.369
O 4.133 4.113 1.964
O -3.514 1.079 2.588
N -3.380 -0.209 -2.051
C -2.011 -2.107 -2.127
C -1.091 -0.907 -2.423
C -2.062 0.314 -2.547
C -0.197 -0.124 -0.124
C 0.100 -0.761 -1.487
C -3.146 -1.408 -1.383
H -5.368 -0.848 -3.193
H 2.238 2.255 -0.917
H 0.760 4.188 5.690
H -0.795 0.537 -6.169
H 9.784 0.772 2.059
H -1.126 -0.499 0.328
H 0.777 3.871 -7.181
H -1.758 0.231 3.112
H -5.249 -0.176 0.152
H 5.812 1.611 1.767
H -2.118 4.128 3.876
H -1.576 -2.933 -1.554
H 2.958 1.369 -1.926
H 4.264 -0.747 0.674
H 4.362 1.577 2.201
H 0.918 -5.359 -1.166
H 0.757 -3.920 -0.738
H 3.225 3.920 1.713
H 0.678 2.451 0.965
H -0.637 -0.988 -3.412
H 3.506 -4.380 -1.461
H -5.678 1.191 0.747
H 0.816 -0.779 -8.197
H 7.873 -5.269 5.378
H 2.799 -1.042 0.346
H 1.678 2.748 -6.880
H -2.157 0.556 -3.609
H -1.755 0.992 6.641
H -8.777 -1.767 4.183
H -6.928 -2.538 1.459
H -2.231 2.634 3.620
H -5.329 3.729 1.708
H -2.446 -2.442 -3.078
H -2.562 2.863 -6.417
H -7.301 -1.368 4.248
H 2.561 3.220 -4.965
H 0.494 0.512 -5.373
H 9.486 -2.052 3.338
H -5.510 -2.455 0.872
H 1.144 3.772 1.543
H 1.450 4.565 -6.001
H 1.713 -1.201 -9.356
H 6.288 -0.057 3.212
H -2.113 6.303 6.354
H -0.362 -7.036 -0.723
H -4.440 -3.803 2.583
H 8.676 -4.230 4.588
H -4.621 -0.662 5.355
H -3.869 0.457 -1.453
H -5.023 -4.006 3.962
H 8.033 -2.061 3.794
H 1.863 1.318 -7.397
H -3.911 0.513 1.908
H -6.742 3.674 2.284
H -4.846 -1.186 3.950
H -1.391 5.717 5.153
H -1.263 2.796 -5.604
H 3.668 -5.837 -1.896
H 4.155 4.018 2.924
H 2.491 3.089 -3.440
H -1.873 0.268 5.307
H -1.799 1.185 -1.946
H 2.650 -1.662 -6.228
H -0.018 -8.451 -1.195
H -6.700 -0.847 -3.941
H 5.576 -0.516 4.472
H 1.240 -1.674 -5.631
H -4.272 1.480 3.032
H 9.548 -0.514 1.267
H 0.973 5.672 5.981
H -0.409 -0.227 2.576
*
```

---

[4]
Density functional theory data (ωB97M-V/def2-TZVPD) for C6H7BFNO4 in the gas phase at a distorted geometry.

Its HOMO energy is -0.3315 Eh. Its SMILES is O=[N+]([O-])[C@]1(F)C=CC=C[C@H]1B(O)O. For the total energy, the calculation gives -713.21021 a.u. As for the frontier orbital gap: 8.64 eV. The calculation puts the energy relative to the best compared isomer or geometry (same formula, charge and spin) at 0.0 kcal/mol.

```
! wB97M-V def2-TZVPD RIJCOSX def2/J DEFGRID3
* xyz 0 1
F -0.185 -1.145 2.150
O 0.848 -1.868 -2.250
O -2.602 0.574 0.635
O -1.981 0.387 2.714
O 1.577 -2.137 -0.063
N -1.773 0.299 1.478
C 0.231 1.744 -1.060
C 0.707 1.946 0.370
C -0.438 -0.668 -0.475
C -0.433 -0.160 1.144
C 0.470 1.027 1.342
C -0.372 0.549 -1.374
B 0.740 -1.677 -0.949
H 1.125 -2.636 -2.741
H 0.510 2.463 -1.782
H -0.726 0.349 -2.359
H -1.266 -1.389 -0.502
H 1.399 -1.733 0.819
H 0.827 1.267 2.369
H 1.342 2.809 0.536
*
```